Entry from the Open Molecules 2025 dataset: a cluster of 2 separate species, C11H8F3N5O6S in total at a distorted geometry (the ωB97M-V functional and the def2-TZVPD basis).

Values from the calculation:
electronic energy	-1846.66072	hartree

Geometry as XYZ:
```
34
C11H8F3N5O6S (the ωB97M-V functional and the def2-TZVPD basis)
O -0.944 1.726 -2.783
S -1.935 1.260 -1.754
O -2.316 2.035 -0.524
C -3.401 0.408 -2.495
F -4.165 1.329 -3.086
F -2.936 -0.485 -3.371
F -4.038 -0.197 -1.490
C -1.245 -0.274 -1.110
C -1.569 -0.672 0.157
C -1.051 -1.889 0.596
N -1.149 -2.654 1.741
O -1.846 -2.303 2.726
O -0.439 -3.790 1.687
N 0.122 -3.787 0.498
C -0.215 -2.671 -0.188
C 0.124 -2.225 -1.494
N 0.974 -2.988 -2.379
O 1.521 -4.013 -1.957
O 1.122 -2.585 -3.539
C -0.407 -1.034 -1.927
H -2.197 -0.063 0.796
H -0.177 -0.686 -2.927
C 3.830 2.562 1.994
N 2.433 2.149 1.865
C 1.943 1.132 1.067
N 0.642 1.006 1.192
C 0.261 1.947 2.079
C 1.346 2.668 2.517
H 3.920 3.382 2.702
H 4.429 1.726 2.347
H 4.213 2.889 1.030
H 2.551 0.518 0.420
H -0.767 2.106 2.378
H 1.362 3.474 3.233
```